Entry a
This record from the Open Molecules 2025 dataset describes a molecular structure, C49H38NaO3P2S. The level of theory is wB97M-V/def2-TZVPD.

## Properties
**Spin multiplicity**: 1
**Total charge**: -1
**E_LUMO (spin up / spin down)**: 0.0687 / 0.0687 Eh
**Molecular weight**: 791.845 g mol⁻¹
**HOMO (spin up / spin down)**: -1.51 / -1.50 eV
**HOMO-LUMO gap (spin up / spin down)**: 3.38 / 3.37 eV

```
94
C49H38NaO3P2S wB97M-V/def2-TZVPD
Na -0.300 0.254 0.883
O 1.341 -1.551 -0.209
S 0.561 -0.572 -1.042
C 1.577 -0.364 -2.508
C 2.040 -1.466 -3.263
C 2.843 -1.294 -4.399
C 3.174 0.013 -4.724
C 4.021 0.496 -5.850
C 4.065 2.043 -5.654
C 3.256 2.277 -4.425
C 3.007 3.472 -3.772
C 2.253 3.395 -2.589
C 1.749 2.170 -2.083
P 0.853 2.058 -0.471
C 2.159 2.171 0.795
C 3.532 2.136 0.510
C 4.483 2.190 1.535
C 4.078 2.266 2.864
C 2.722 2.278 3.172
C 1.773 2.223 2.148
C -0.009 3.663 -0.392
C 0.489 4.797 0.266
C -0.229 5.997 0.278
C -1.458 6.084 -0.368
C -1.972 4.970 -1.027
C -1.254 3.771 -1.038
C 1.994 0.962 -2.817
C 2.761 1.079 -3.947
C -0.879 -1.583 -1.628
C -1.140 -1.527 -3.024
C -1.956 -2.452 -3.659
C -2.519 -3.417 -2.853
C -3.345 -4.565 -3.324
C -3.751 -5.288 -2.025
C -3.129 -4.468 -0.950
C -3.251 -4.703 0.400
C -2.636 -3.782 1.234
C -1.884 -2.673 0.742
P -1.320 -1.535 2.072
C -0.217 -2.516 3.128
C -0.030 -2.201 4.484
C 0.884 -2.904 5.275
C 1.648 -3.925 4.719
C 1.503 -4.236 3.371
C 0.586 -3.532 2.584
C -2.717 -0.999 3.068
C -3.342 -1.763 4.060
C -4.333 -1.210 4.879
C -4.713 0.121 4.721
C -4.112 0.897 3.736
C -3.127 0.340 2.916
C -1.666 -2.488 -0.730
C -2.398 -3.406 -1.469
H 1.774 -2.476 -2.952
H 3.199 -2.135 -4.983
H 3.572 0.233 -6.813
H 5.026 0.064 -5.788
H 3.621 2.561 -6.510
H 5.093 2.392 -5.512
H 3.397 4.414 -4.142
H 2.085 4.323 -2.046
H 3.895 2.049 -0.510
H 5.541 2.155 1.290
H 4.819 2.296 3.659
H 2.398 2.315 4.209
H 0.719 2.213 2.421
H 1.451 4.775 0.773
H 0.177 6.864 0.793
H -2.015 7.017 -0.359
H -2.931 5.032 -1.534
H -1.680 2.918 -1.562
H -0.660 -0.784 -3.657
H -2.107 -2.447 -4.733
H -2.753 -5.221 -3.971
H -4.222 -4.212 -3.875
H -3.359 -6.311 -2.001
H -4.840 -5.318 -1.910
H -3.819 -5.541 0.788
H -2.749 -3.944 2.303
H -0.578 -1.380 4.942
H 1.014 -2.636 6.320
H 2.373 -4.460 5.326
H 2.120 -5.008 2.917
H 0.541 -3.766 1.521
H -3.040 -2.791 4.243
H -4.793 -1.815 5.656
H -5.468 0.555 5.371
H -4.391 1.940 3.614
H -2.653 0.980 2.173
O -1.157 4.234 1.935
C -0.324 3.301 2.089
O -0.303 2.127 1.632
H 0.564 3.564 2.758
H -1.206 0.220 2.525
```

Entry b
This record from the Open Molecules 2025 dataset describes a molecular structure, C49H38NaO3P2S. The level of theory is wB97M-V/def2-TZVPD.

## Properties
**Spin multiplicity**: 1
**Total charge**: -1
**E_LUMO**: 0.0799 Eh
**Molecular weight**: 791.845 g mol⁻¹
**HOMO**: -2.19 eV
**HOMO-LUMO gap**: 4.37 eV

```
94
C49H38NaO3P2S wB97M-V/def2-TZVPD
Na 0.113 -0.017 -1.370
O 0.638 -1.240 1.215
S -0.184 -0.017 0.920
C -1.440 -0.102 2.227
C -1.036 -0.302 3.572
C -1.960 -0.378 4.619
C -3.293 -0.268 4.263
C -4.483 -0.335 5.157
C -5.691 -0.206 4.185
C -5.063 -0.100 2.838
C -5.693 -0.015 1.611
C -4.858 0.015 0.484
C -3.441 -0.022 0.573
P -2.388 -0.089 -0.941
C -3.499 0.523 -2.258
C -3.593 1.912 -2.450
C -4.437 2.450 -3.426
C -5.200 1.609 -4.230
C -5.120 0.230 -4.058
C -4.278 -0.307 -3.080
C -2.236 -1.876 -1.303
C -2.739 -2.891 -0.476
C -2.562 -4.240 -0.803
C -1.876 -4.598 -1.960
C -1.361 -3.608 -2.789
C -1.531 -2.261 -2.458
C -2.823 -0.067 1.872
C -3.685 -0.127 2.944
C 0.865 1.364 1.535
C 0.265 2.339 2.375
C 1.023 3.212 3.154
C 2.393 3.079 3.053
C 3.421 3.818 3.839
C 4.767 3.289 3.285
C 4.365 2.330 2.219
C 5.206 1.624 1.385
C 4.586 0.846 0.408
C 3.168 0.734 0.293
P 2.520 -0.089 -1.238
C 3.766 0.321 -2.514
C 3.765 1.621 -3.049
C 4.680 1.998 -4.037
C 5.614 1.080 -4.511
C 5.633 -0.211 -3.996
C 4.717 -0.587 -3.007
C 2.768 -1.878 -0.949
C 2.265 -2.776 -1.910
C 2.388 -4.159 -1.748
C 3.012 -4.674 -0.618
C 3.508 -3.806 0.350
C 3.382 -2.422 0.187
C 2.301 1.389 1.274
C 2.985 2.221 2.140
H 0.024 -0.407 3.802
H -1.652 -0.528 5.648
H -4.469 0.486 5.881
H -4.509 -1.290 5.692
H -6.281 0.689 4.405
H -6.337 -1.089 4.241
H -6.773 0.002 1.525
H -5.354 0.044 -0.484
H -3.010 2.595 -1.834
H -4.497 3.528 -3.556
H -5.857 2.025 -4.989
H -5.715 -0.433 -4.681
H -4.259 -1.389 -2.967
H -3.266 -2.664 0.445
H -2.950 -5.010 -0.141
H -1.733 -5.647 -2.205
H -0.812 -3.880 -3.686
H -1.100 -1.508 -3.116
H -0.816 2.391 2.484
H 0.567 3.920 3.837
H 3.321 3.597 4.907
H 3.325 4.897 3.682
H 5.340 2.774 4.064
H 5.372 4.101 2.869
H 6.284 1.705 1.456
H 5.239 0.328 -0.292
H 3.046 2.359 -2.698
H 4.661 3.009 -4.436
H 6.324 1.371 -5.280
H 6.359 -0.934 -4.360
H 4.775 -1.604 -2.629
H 1.756 -2.400 -2.795
H 1.978 -4.830 -2.498
H 3.095 -5.748 -0.480
H 3.972 -4.201 1.250
H 3.744 -1.785 0.989
O -0.874 4.070 -1.370
C 0.091 3.260 -1.370
O 0.113 2.001 -1.370
H 1.122 3.752 -1.370
H 0.113 -1.892 -1.370
```

Which structure is the most stable? The one labeled entry b.

Entry a
This record from the Open Molecules 2025 dataset describes C5H6O4 in the gas phase. The level of theory is wB97M-V/def2-TZVPD.

## Properties
**Spin multiplicity**: 1
**Total charge**: 0
**SMILES**: C=CO[C@H](C=O)C(=O)O
**E_LUMO**: 0.0083 Eh
**Molecular weight**: 130.099 g mol⁻¹
**HOMO**: -9.84 eV
**HOMO-LUMO gap**: 10.06 eV

```
15
C5H6O4 wB97M-V/def2-TZVPD
C 1.207 -1.502 0.256
C 0.370 -1.591 1.273
O -0.742 -0.476 1.817
C -0.702 0.798 1.265
C -1.094 1.789 2.365
O -0.808 2.955 2.343
C -1.636 0.942 0.056
O -2.593 0.242 -0.142
O -1.297 1.989 -0.680
H 1.637 -2.423 -0.142
H 1.316 -0.591 -0.339
H -0.928 -1.781 1.199
H 0.315 1.079 0.938
H -1.651 1.323 3.207
H -1.885 2.064 -1.446
```

Entry b
This record from the Open Molecules 2025 dataset describes 2 unconnected molecules or ions with the total composition C5H6O4. The level of theory is wB97M-V/def2-TZVPD.

## Properties
**Spin multiplicity**: 1
**Total charge**: 0
**E_LUMO**: -0.0204 Eh
**Molecular weight**: 130.099 g mol⁻¹
**HOMO**: -8.62 eV
**HOMO-LUMO gap**: 8.06 eV

```
15
C5H6O4 wB97M-V/def2-TZVPD
C -1.825 -1.728 -0.078
C 2.268 0.713 0.167
C -1.681 -0.727 -1.078
C 0.756 0.820 0.286
C 0.202 1.951 0.739
O 0.097 -0.291 -0.089
O 2.660 -0.440 -0.409
O 3.048 1.556 0.524
O -1.999 0.010 -1.893
H 1.838 -0.938 -0.588
H -2.744 -1.563 0.485
H -1.724 -2.726 -0.506
H -0.865 -1.440 0.531
H 0.839 2.744 1.100
H -0.871 2.058 0.809
```

Which structure is the most stable? The one labeled entry b.

Entry a
This record from the Open Molecules 2025 dataset describes a molecular structure, CH3Br2PS. The level of theory is wB97M-V/def2-TZVPD.

## Properties
**Spin multiplicity**: 1
**Total charge**: 0
**E_LUMO (spin up / spin down)**: -0.0585 / -0.0651 Eh
**Molecular weight**: 237.884 g mol⁻¹
**HOMO (spin up / spin down)**: -9.01 / -8.36 eV
**HOMO-LUMO gap (spin up / spin down)**: 7.41 / 6.59 eV

```
8
CH3Br2PS wB97M-V/def2-TZVPD
C 1.821 0.252 -0.084
P -2.796 -0.362 -0.864
S -0.021 0.351 0.004
Br -2.822 1.213 0.625
Br -2.690 -2.124 0.440
H 2.283 0.712 0.832
H 1.980 -0.757 0.128
H 2.244 0.715 -1.081
```

Entry b
This record from the Open Molecules 2025 dataset describes 2 unconnected molecules or ions with the total composition CH3Br2PS. The level of theory is wB97M-V/def2-TZVPD.

## Properties
**Spin multiplicity**: 1
**Total charge**: 0
**E_LUMO (spin up / spin down)**: -0.1191 / -0.0290 Eh
**Molecular weight**: 237.884 g mol⁻¹
**HOMO (spin up / spin down)**: -9.18 / -9.44 eV
**HOMO-LUMO gap (spin up / spin down)**: 5.94 / 8.65 eV

```
8
CH3Br2PS wB97M-V/def2-TZVPD
C -2.034 -0.005 -0.307
P 1.561 -0.021 0.241
S 2.257 -0.297 -1.582
Br 2.584 1.801 1.190
Br 2.137 -1.806 1.535
H -2.223 -0.102 -1.378
H -2.260 -0.671 0.416
H -2.022 1.101 -0.115
```

Which structure is the most stable? The one labeled entry a.